Entry 1:
ORCA calculation (wB97M-V/def2-TZVPD) on a structure of composition C21H30AsN5O2ReS.

Values from the calculation:
- HOMO level (alpha / beta): -19.52 / -19.56 eV
- Total charge: +4
- Expectation value of S²: 0.7693
- E_tot: -3953.23589 a.u.
- HOMO-LUMO gap (alpha / beta): 0.20338 / 0.19920 hartree
- Multiplicity: 2

Positions of all 61 atoms, in Å:
Re (0.442, 0.389, 0.527)
N (1.760, 0.210, -3.671)
C (1.798, 0.320, -2.371)
N (0.712, 0.538, -1.623)
C (-0.520, 0.779, -2.286)
N (-1.493, 1.257, -1.583)
N (-0.981, 1.573, -0.334)
C (-1.181, 2.764, 0.118)
C (-0.284, 3.199, 1.165)
C (-0.372, 4.427, 1.781)
C (0.615, 4.791, 2.701)
C (1.639, 3.899, 2.958)
C (1.663, 2.673, 2.300)
N (0.738, 2.317, 1.401)
C (-0.619, 0.521, -3.703)
C (-1.827, 0.606, -4.404)
C (-1.833, 0.412, -5.771)
C (-0.642, 0.152, -6.456)
C (0.565, 0.078, -5.783)
C (0.561, 0.259, -4.410)
H (2.632, 0.091, -4.177)
H (2.763, 0.235, -1.889)
H (-1.910, 3.413, -0.360)
H (-1.191, 5.095, 1.546)
H (0.575, 5.751, 3.199)
H (2.424, 4.133, 3.664)
H (2.441, 1.958, 2.517)
H (-2.741, 0.831, -3.872)
H (-2.762, 0.474, -6.320)
H (-0.661, 0.014, -7.529)
H (1.487, -0.113, -6.319)
C (-1.116, -2.056, -0.825)
O (0.047, -1.657, -0.037)
C (1.232, -2.399, -0.412)
C (2.343, -1.965, 0.500)
O (2.332, -0.495, 0.557)
C (3.587, 0.048, 1.104)
H (-0.895, -1.942, -1.886)
H (-1.934, -1.400, -0.542)
H (-1.344, -3.099, -0.606)
H (1.453, -2.201, -1.463)
H (1.047, -3.469, -0.292)
H (3.307, -2.292, 0.110)
H (2.222, -2.328, 1.521)
H (3.621, -0.145, 2.176)
H (3.601, 1.109, 0.876)
H (4.416, -0.446, 0.603)
C (-3.492, -1.750, 2.380)
As (-1.762, -1.738, 3.197)
C (-1.889, -1.360, 5.068)
C (-0.789, -3.358, 2.899)
S (-0.674, 0.121, 2.476)
H (-4.077, -2.509, 2.906)
H (-3.422, -2.010, 1.327)
H (-3.960, -0.776, 2.514)
H (-2.448, -2.182, 5.520)
H (-2.427, -0.425, 5.213)
H (-0.893, -1.307, 5.504)
H (-1.378, -4.154, 3.362)
H (0.179, -3.299, 3.394)
H (-0.687, -3.558, 1.837)

***

Entry 2:
ORCA calculation (wB97M-V/def2-TZVPD) on a cluster of 13 separate species, C21H30BCl36INO6PS in total.

Values from the calculation:
- HOMO level: -8.41 eV
- E_tot: -18953.13016 a.u.
- HOMO-LUMO gap: 0.29777 hartree

Positions of all 98 atoms, in Å:
C (-1.024, 4.030, 3.468)
C (-2.565, 3.461, 3.645)
O (-2.662, 1.989, 3.683)
C (-2.411, 1.410, 2.320)
C (-2.878, -0.152, 2.245)
C (-1.848, -1.339, 1.812)
C (-2.103, -2.893, 2.355)
C (-2.140, -3.971, 1.078)
O (-3.254, -4.655, 0.772)
O (-0.936, -4.267, 0.239)
B (-0.220, -1.198, 2.165)
N (0.128, -0.313, 3.386)
O (0.848, -1.918, 1.387)
O (-2.154, -1.451, 0.346)
C (-3.580, -1.072, 0.066)
C (-4.311, -0.514, 1.457)
S (-5.492, -1.730, 2.340)
P (-5.542, 0.943, 1.133)
O (-6.745, 0.828, 2.434)
I (-6.816, 0.650, -0.943)
H (-0.380, 3.709, 4.419)
H (-0.480, 3.601, 2.513)
H (-0.977, 5.216, 3.345)
H (-3.208, 3.911, 2.766)
H (-2.972, 3.958, 4.651)
H (-2.948, 2.124, 1.528)
H (-1.252, 1.595, 2.134)
H (-3.187, -0.410, 3.354)
H (-3.017, -2.998, 3.075)
H (-1.151, -3.233, 2.994)
H (-0.765, -3.523, -0.412)
H (1.166, -0.212, 3.352)
H (-0.194, -0.763, 4.274)
H (1.213, -2.651, 1.994)
H (-4.014, -2.104, -0.313)
H (-3.578, -0.152, -0.668)
H (-5.374, -1.546, 3.754)
H (-7.597, 0.455, 2.027)
C (-2.395, -3.746, -3.438)
Cl (-0.794, -2.990, -3.365)
Cl (-3.626, -2.661, -2.770)
Cl (-2.797, -4.191, -5.106)
H (-2.374, -4.657, -2.834)
C (1.202, -2.489, -7.251)
Cl (1.861, -1.723, -5.796)
Cl (2.223, -3.845, -7.758)
Cl (-0.461, -3.033, -6.968)
H (1.189, -1.748, -8.055)
C (4.871, -1.269, -9.963)
Cl (4.072, -1.098, -8.391)
Cl (5.882, -2.724, -9.992)
Cl (3.674, -1.317, -11.268)
H (5.515, -0.399, -10.119)
C (-0.084, 1.606, 6.692)
Cl (0.992, 1.619, 5.285)
Cl (-0.775, -0.008, 6.932)
Cl (0.784, 2.133, 8.144)
H (-0.902, 2.307, 6.507)
C (2.938, 2.446, -10.570)
Cl (2.726, 4.159, -10.971)
Cl (4.631, 1.965, -10.773)
Cl (2.393, 2.122, -8.915)
H (2.327, 1.853, -11.256)
C (1.599, 3.956, -5.437)
Cl (1.663, 2.187, -5.511)
Cl (0.192, 4.565, -6.325)
Cl (1.559, 4.507, -3.754)
H (2.502, 4.353, -5.909)
C (4.871, -0.061, 5.167)
Cl (4.072, 0.110, 6.739)
Cl (5.882, -1.517, 5.138)
Cl (3.674, -0.109, 3.862)
H (5.515, 0.808, 5.011)
C (3.405, 2.400, 0.426)
Cl (3.703, 4.114, 0.086)
Cl (2.635, 2.205, 2.010)
Cl (2.405, 1.678, -0.845)
H (4.367, 1.881, 0.445)
C (5.299, -3.326, -4.601)
Cl (5.926, -4.978, -4.469)
Cl (5.079, -2.613, -2.994)
Cl (6.384, -2.326, -5.582)
H (4.326, -3.365, -5.097)
C (-7.811, 4.765, -1.618)
Cl (-6.396, 5.788, -1.919)
Cl (-7.569, 3.781, -0.165)
Cl (-9.272, 5.755, -1.462)
H (-7.939, 4.094, -2.471)
C (4.994, 2.761, 10.038)
Cl (5.692, 1.133, 10.069)
Cl (3.352, 2.722, 9.374)
Cl (4.990, 3.467, 11.664)
H (5.612, 3.389, 9.392)
C (0.114, -5.922, 4.023)
Cl (1.529, -4.899, 3.722)
Cl (0.356, -6.907, 5.476)
Cl (-1.347, -4.932, 4.178)
H (-0.013, -6.593, 3.169)

***

Entry 3:
ORCA calculation (wB97M-V/def2-TZVPD) on a structure of composition C21H30BiN2O5S.

Values from the calculation:
- HOMO level: -11.92 eV
- Total charge: +1
- E_tot: -1916.57841 a.u.
- HOMO-LUMO gap: 0.32987 hartree

Positions of all 60 atoms, in Å:
Bi (-0.188, -0.180, -0.451)
O (-0.464, -2.397, 1.103)
C (0.033, -2.030, 2.386)
C (1.298, -1.196, 2.205)
N (1.026, 0.121, 1.622)
C (2.221, 0.839, 1.203)
C (1.829, 1.993, 0.250)
O (2.494, 2.983, 0.156)
O (0.734, 1.786, -0.437)
C (0.194, 0.961, 2.477)
C (-1.313, 0.725, 2.264)
O (-2.114, 1.041, 3.098)
O (-1.633, 0.191, 1.116)
H (-1.347, -2.770, 1.213)
H (0.284, -2.938, 2.950)
H (-0.723, -1.464, 2.938)
H (1.958, -1.744, 1.531)
H (1.790, -1.094, 3.177)
H (2.880, 0.173, 0.642)
H (2.778, 1.254, 2.049)
H (0.356, 2.008, 2.211)
H (0.433, 0.844, 3.538)
C (3.233, -2.181, -1.179)
C (2.134, -1.580, -2.015)
C (2.271, -0.282, -2.528)
C (3.572, 0.466, -2.451)
C (1.194, 0.328, -3.187)
C (1.363, 1.745, -3.647)
C (0.033, -0.408, -3.466)
C (-1.108, 0.253, -4.188)
C (-0.023, -1.764, -3.113)
C (-1.169, -2.637, -3.542)
C (0.996, -2.332, -2.337)
C (0.840, -3.756, -1.886)
H (3.858, -2.835, -1.786)
H (2.829, -2.776, -0.363)
H (3.873, -1.417, -0.746)
H (3.543, 1.258, -1.703)
H (3.769, 0.941, -3.410)
H (4.411, -0.187, -2.240)
H (2.014, 1.775, -4.522)
H (1.822, 2.348, -2.867)
H (0.426, 2.210, -3.923)
H (-0.887, 0.338, -5.252)
H (-1.270, 1.255, -3.800)
H (-2.036, -0.295, -4.072)
H (-1.892, -2.765, -2.735)
H (-0.804, -3.623, -3.817)
H (-1.683, -2.232, -4.406)
H (1.011, -4.438, -2.719)
H (-0.166, -3.926, -1.510)
H (1.540, -4.023, -1.104)
S (-3.627, 2.980, -0.868)
C (-4.211, 1.400, -1.207)
C (-3.174, 0.546, -1.387)
N (-1.952, 1.125, -1.252)
C (-2.038, 2.398, -0.977)
H (-5.262, 1.187, -1.237)
H (-3.234, -0.501, -1.615)
H (-1.167, 3.007, -0.832)

***

Entry 4:
ORCA calculation (wB97M-V/def2-TZVPD) on a structure of composition C21H30BrN5O2Se4Tc.

Values from the calculation:
- HOMO level (alpha / beta): 0.18 / 0.19 eV
- Total charge: -2
- Expectation value of S²: 0.7618
- Energy above the lowest of the compared OMol25 structures with the same formula, charge and spin: 1532.5 kJ/mol
- E_tot: -13502.53513 a.u.
- HOMO-LUMO gap (alpha / beta): 0.14590 / 0.14534 hartree
- Multiplicity: 2

Positions of all 64 atoms, in Å:
Tc (-0.432, -0.923, 0.865)
Se (1.266, -2.187, 2.204)
Se (1.109, -3.378, 4.264)
Se (-1.230, -3.017, 4.729)
Se (-1.793, -1.715, 2.812)
C (1.645, 1.061, 0.803)
C (2.645, 1.963, 0.029)
N (2.554, 1.771, -1.446)
C (2.788, 0.321, -1.701)
C (1.787, -0.581, -0.926)
N (0.826, 0.212, -0.109)
C (0.138, 1.142, -1.048)
C (1.138, 2.045, -1.823)
H (0.978, 1.682, 1.414)
H (2.191, 0.416, 1.504)
H (3.670, 1.751, 0.358)
H (2.458, 3.017, 0.269)
H (3.816, 0.066, -1.417)
H (2.709, 0.126, -2.777)
H (2.337, -1.269, -0.271)
H (1.229, -1.209, -1.632)
H (-0.569, 1.766, -0.487)
H (-0.464, 0.560, -1.757)
H (0.911, 3.101, -1.632)
H (1.016, 1.895, -2.903)
N (0.184, -3.913, -4.974)
C (-0.308, -3.091, -3.999)
O (-1.281, -2.383, -4.229)
C (0.357, -3.079, -2.674)
C (1.469, -3.857, -2.339)
C (2.013, -3.763, -1.057)
C (1.428, -2.894, -0.151)
N (0.355, -2.128, -0.437)
C (-0.155, -2.237, -1.691)
H (-0.296, -3.894, -5.866)
H (0.975, -4.528, -4.881)
H (1.928, -4.538, -3.046)
H (2.875, -4.356, -0.771)
H (1.817, -2.788, 0.858)
H (-1.019, -1.604, -1.884)
O (-0.075, 0.252, 2.022)
Br (-2.227, -2.135, -0.176)
C (-1.565, 2.400, 4.627)
N (-1.456, 2.414, 3.161)
C (-0.041, 2.542, 2.768)
C (-2.054, 1.190, 2.590)
C (-2.285, 1.351, 1.109)
C (-3.195, 2.422, 0.616)
C (-3.414, 2.569, -0.702)
C (-2.749, 1.664, -1.670)
C (-1.926, 0.698, -1.230)
C (-1.683, 0.533, 0.223)
H (-1.131, 3.329, 5.054)
H (-1.041, 1.520, 5.062)
H (-2.634, 2.371, 4.930)
H (0.387, 3.484, 3.176)
H (0.055, 2.591, 1.663)
H (0.560, 1.683, 3.144)
H (-3.050, 0.998, 3.047)
H (-1.413, 0.305, 2.811)
H (-3.685, 3.086, 1.321)
H (-4.079, 3.349, -1.060)
H (-2.929, 1.786, -2.734)
H (-1.437, 0.034, -1.935)